(1)
Density functional theory data (wB97M-V/def2-TZVPD) for C5H8N2O in the gas phase at a distorted geometry.

```
! wB97M-V def2-TZVPD RIJCOSX def2/J DEFGRID3
* xyz 0 1
C -0.458 -1.439 -0.186
C 0.284 -0.373 0.084
C -1.489 0.796 0.591
C 1.880 1.091 -0.762
C 1.630 0.228 0.422
N -1.823 -1.426 -0.289
N -2.353 -0.214 0.254
O -1.793 1.915 0.977
H -0.029 -2.374 -0.579
H 2.863 1.574 -0.483
H 1.017 1.754 -0.785
H 1.990 0.607 -1.692
H 1.500 0.715 1.371
H 2.285 -0.562 0.700
H -2.205 -2.224 0.214
H -3.300 -0.066 0.164
*
```

Summary:
**HOMO energy**: -8.48 eV
**LUMO energy**: 0.9 eV
**HOMO-LUMO gap**: 9.342 eV
**Total energy**: -379.93165 Ha
**Relative energy (zero: lowest compared OMol25 entry of this formula, charge and spin)**: 98.2 kcal per mole



(2)
Density functional theory data (wB97M-V/def2-TZVPD) for a molecular structure, C2H3ClN4O2S at a distorted geometry.

```
! wB97M-V def2-TZVPD RIJCOSX def2/J DEFGRID3
* xyz 0 1
C -1.216 -0.409 0.156
C 0.350 -1.242 -0.375
N -1.235 -1.745 0.463
N -0.024 -2.312 0.135
N -0.090 -0.024 -0.483
N -2.498 0.137 0.162
O 1.643 1.763 -1.081
O 2.026 1.235 1.220
S 2.732 1.393 -0.064
Cl 3.186 -0.859 -0.503
H 0.778 1.183 -0.739
H -3.097 -0.283 0.798
H -2.555 1.166 0.312
*
```

Summary:
**HOMO energy (spin up / spin down)**: -9.64 / -9.64 eV
**LUMO energy (spin up / spin down)**: -1.7 / -1.7 eV
**HOMO-LUMO gap (spin up / spin down)**: 7.906 / 7.907 eV
**Total energy**: -1305.72693 Ha
**Relative energy (zero: lowest compared OMol25 entry of this formula, charge and spin)**: 83.3 kcal per mole



- Number 1 is which compound?
  C5H8N2O



- Look up the total energy of the second one.
  -1305.72693 Ha



- Which value of relative energy (zero: lowest compared OMol25 entry of this formula, charge and spin) does entry 2 give?
  83.3 kcal per mole



What did the first record say?
Density functional theory data (wB97M-V/def2-TZVPD) for C5H8N2O in the gas phase at a distorted geometry.

```
! wB97M-V def2-TZVPD RIJCOSX def2/J DEFGRID3
* xyz 0 1
C -0.458 -1.439 -0.186
C 0.284 -0.373 0.084
C -1.489 0.796 0.591
C 1.880 1.091 -0.762
C 1.630 0.228 0.422
N -1.823 -1.426 -0.289
N -2.353 -0.214 0.254
O -1.793 1.915 0.977
H -0.029 -2.374 -0.579
H 2.863 1.574 -0.483
H 1.017 1.754 -0.785
H 1.990 0.607 -1.692
H 1.500 0.715 1.371
H 2.285 -0.562 0.700
H -2.205 -2.224 0.214
H -3.300 -0.066 0.164
*
```

Summary:
**HOMO energy**: -8.48 eV
**LUMO energy**: 0.9 eV
**HOMO-LUMO gap**: 9.342 eV
**Total energy**: -379.93165 Ha
**Relative energy (zero: lowest compared OMol25 entry of this formula, charge and spin)**: 98.2 kcal per mole